{
  "formula": "C18H39NO2",
  "method": "wB97M-V/def2-TZVPD",
  "species": ["C", "C", "C", "C", "C", "C", "C", "C", "C", "C", "C", "C", "C", "C", "C", "C", "O", "C", "N", "C", "O", "H", "H", "H", "H", "H", "H", "H", "H", "H", "H", "H", "H", "H", "H", "H", "H", "H", "H", "H", "H", "H", "H", "H", "H", "H", "H", "H", "H", "H", "H", "H", "H", "H", "H", "H", "H", "H", "H", "H"],
  "positions_angstrom": [[-5.37482, -1.22178, 1.21706], [-5.84594, -0.50465, 2.47703], [-4.75942, 0.35447, 3.12492], [-4.35884, 1.56282, 2.28105], [-3.33951, 2.43974, 3.00475], [-3.01065, 3.73385, 2.25845], [-2.36976, 3.54443, 0.88249], [-1.01913, 2.83378, 0.93175], [-0.33996, 2.81370, -0.43576], [1.01610, 2.11278, -0.39520], [1.69196, 2.10765, -1.76480], [3.11173, 1.54086, -1.74131], [3.16407, 0.04415, -1.43758], [4.58944, -0.49289, -1.54227], [4.74721, -1.95117, -1.11206], [4.03255, -2.96426, -2.02080], [4.84876, -4.10062, -2.25043], [2.66785, -3.39721, -1.43306], [2.91189, -4.15518, -0.20942], [1.87004, -4.21877, -2.46818], [2.47602, -5.45815, -2.72678], [-6.15524, -1.88144, 0.84419], [-5.12960, -0.51207, 0.43134], [-4.49193, -1.82144, 1.42869], [-6.70579, 0.12464, 2.23587], [-6.17752, -1.25129, 3.20287], [-3.87748, -0.26286, 3.31325], [-5.12518, 0.70779, 4.09262], [-5.24892, 2.15582, 2.05629], [-3.93588, 1.21972, 1.33717], [-2.42513, 1.86873, 3.17501], [-3.74066, 2.70747, 3.98608], [-2.33461, 4.32813, 2.87870], [-3.93212, 4.30859, 2.13411], [-3.04788, 2.99111, 0.23066], [-2.22808, 4.53250, 0.43641], [-0.37044, 3.34316, 1.64864], [-1.15310, 1.80671, 1.27538], [-0.20430, 3.83994, -0.78597], [-0.98797, 2.30495, -1.15379], [1.66285, 2.62294, 0.32266], [0.87610, 1.08791, -0.04703], [1.73460, 3.13505, -2.13508], [1.08408, 1.53125, -2.46629], [3.57262, 1.71412, -2.71701], [3.70251, 2.08137, -0.99815], [2.51840, -0.48134, -2.14403], [2.78876, -0.13983, -0.42974], [4.94102, -0.38349, -2.57103], [5.23690, 0.11828, -0.90857], [4.39229, -2.08577, -0.08869], [5.81318, -2.19140, -1.13351], [3.87682, -2.52893, -3.01378], [5.05397, -4.47444, -1.38434], [2.10128, -2.49760, -1.18385], [3.09051, -5.12472, -0.46537], [2.08110, -4.15974, 0.37105], [0.87220, -4.44402, -2.07846], [1.75650, -3.63355, -3.39290], [3.40654, -5.27977, -2.94323]],
  "lowdin_charge": [-0.1162, -0.2725, -0.2318, -0.2238, -0.2227, -0.2178, -0.2232, -0.2236, -0.2256, -0.2259, -0.2222, -0.2193, -0.2266, -0.2075, -0.1512, -0.3497, -0.0384, -0.3334, 0.0581, -0.2293, -0.0699, 0.0667, 0.0622, 0.0722, 0.1043, 0.1014, 0.1134, 0.1092, 0.1223, 0.0985, 0.1060, 0.1110, 0.1078, 0.1079, 0.1055, 0.1114, 0.1195, 0.1086, 0.1150, 0.1184, 0.1187, 0.1078, 0.1105, 0.1136, 0.1122, 0.1140, 0.1108, 0.1117, 0.1164, 0.1141, 0.1102, 0.1172, 0.1506, 0.0998, 0.1326, 0.0762, 0.0819, 0.1205, 0.1194, 0.0731],
  "total_energy_ev": -24884.5623,
  "de_lowest_ev": 0.205,
  "smiles": "CCCCCCCCCCCCCCC[C@@H](O)[C@H](N)CO",
  "orbital_gap_ev": 10.00,
  "multiplicity": 1
}